Density functional theory data (the ωB97M-V functional and the def2-TZVPD basis) for one molecule with the formula C4H8O2.

XYZ file:
```
14
Properties=species:S:1:pos:R:3:forces:R:3
C 0.601441 1.228542 1.057104 0.014 0.063 0.000
C -0.285017 0.235598 0.340001 -0.068 0.207 -0.081
C -0.125492 0.308137 -1.178957 0.225 0.292 0.221
O -1.041278 -0.471407 -1.888275 -0.100 -0.179 0.016
C -0.251695 -2.100684 0.168997 0.255 -0.020 0.248
O 0.116329 -1.082786 0.873783 -0.054 -0.346 -0.507
H 0.472999 1.157175 2.139682 0.017 0.030 -0.130
H 0.363721 2.246127 0.735000 0.014 -0.125 0.084
H 1.651043 1.024139 0.817922 -0.147 0.062 0.046
H -1.343815 0.343206 0.594134 0.135 0.038 0.029
H -0.295516 1.353420 -1.462765 0.071 -0.100 0.055
H 0.926622 0.074379 -1.431547 -0.199 -0.044 0.050
H -1.007369 -1.344531 -1.433720 -0.063 0.062 -0.191
H 0.218028 -2.971315 0.668640 -0.101 0.059 0.158
```
Forces are in eV/Å.

Properties
- DFT total energy (a.u.) = -307.57651
- LUMO level (eV) = 0.42
- gap between HOMO and LUMO (eV) = 9.372

These are the natural (NBO) partial charges, in e, on atoms 1 to 6: -0.6324, 0.0600, -0.0925, -0.7489, 0.0817, -0.4578


Density functional theory data (the ωB97M-V functional and the def2-TZVPD basis) for a 9-piece molecular cluster, C9H36O9 overall at a distorted geometry.

XYZ file:
```
54
Properties=species:S:1:pos:R:3:forces:R:3
O 1.748986 -3.562520 1.881064 -0.189 -0.063 -0.363
H 1.036800 -3.002708 2.224556 0.609 -0.167 0.032
H 2.495491 -2.957170 1.763683 0.166 -0.072 0.260
O 3.657624 -1.361402 1.805638 -0.124 0.095 -0.207
H 4.316118 -0.704831 2.045861 0.027 -0.074 0.104
H 2.923773 -0.854888 1.414611 0.046 0.029 0.065
O 1.213191 -0.374157 0.745028 -0.073 0.069 0.085
H 1.032757 0.580226 0.782920 -0.017 -0.010 0.011
H 0.635794 -0.766678 1.420885 0.084 -0.083 -0.183
O 1.798038 1.233735 3.698940 -0.005 0.173 0.011
H 1.103941 0.599957 3.891702 0.053 -0.073 0.047
H 1.441780 1.790259 2.992566 0.054 -0.056 -0.092
O 1.251592 -2.813407 -0.999344 -0.007 0.091 -0.218
H 1.362197 -3.381969 -0.222590 0.014 0.060 0.121
H 1.409915 -1.917653 -0.673323 -0.009 -0.034 0.111
O -0.227617 -1.893525 2.770237 -0.559 0.250 0.180
H -0.575771 -1.313612 3.455572 0.053 -0.093 0.107
H -0.872920 -2.609934 2.707141 -0.058 0.076 -0.140
C -0.827716 3.943788 2.451129 -1.274 -0.357 0.122
C -0.868911 2.559358 1.801907 0.756 0.123 0.030
C -1.857492 2.411410 0.676949 -0.307 0.114 0.307
O 0.445619 2.344991 1.279534 0.713 -0.449 -0.172
H -0.066674 4.081835 3.215983 0.208 -0.299 -0.165
H -1.789937 4.130629 2.935923 0.009 0.188 -0.064
H -0.707514 4.685763 1.658687 0.065 0.091 0.065
H -1.030153 1.732560 2.500187 0.088 0.282 0.299
H -2.845491 2.599559 1.102900 -0.138 0.263 -0.490
H -1.869270 1.406660 0.255770 0.194 -0.063 0.106
H -1.569784 3.100268 -0.119808 -0.464 0.164 -0.027
H 0.641469 3.096279 0.707448 0.163 -0.073 -0.041
C -3.678532 -2.537649 -2.150254 0.398 -0.017 0.229
C -2.258115 -2.072690 -1.803146 -0.417 -0.857 0.177
C -2.244969 -1.715934 -0.327657 0.402 0.848 0.523
O -1.393523 -3.188959 -1.981534 -0.221 -0.068 -0.431
H -3.814759 -3.455267 -1.575275 -0.178 -0.157 -0.251
H -3.834599 -2.718836 -3.212110 0.103 -0.103 0.023
H -4.429772 -1.831687 -1.794413 0.070 0.160 -0.101
H -1.933572 -1.277426 -2.477348 -0.089 0.360 0.269
H -1.247310 -1.405509 -0.005559 0.082 -0.087 -0.070
H -2.529553 -2.573453 0.284253 -0.003 -0.190 -0.222
H -2.917412 -0.901120 -0.043603 -0.127 0.057 -0.277
H -0.466260 -2.936401 -1.828567 -0.069 -0.024 0.214
C 0.170411 0.675064 -2.564434 -0.123 -0.443 1.284
C 1.283571 1.634992 -2.879160 0.592 -0.821 -0.543
C 2.643600 1.096730 -2.447154 0.004 -0.287 1.082
O 1.274143 1.778882 -4.295425 0.024 0.450 -0.181
H 0.181816 0.440234 -1.493262 -0.064 0.260 0.071
H 0.332438 -0.308054 -3.007923 -0.089 0.208 -0.523
H -0.818105 1.079023 -2.778119 0.052 -0.080 -0.351
H 1.112195 2.597100 -2.382619 -0.059 0.110 -0.070
H 3.452609 1.813538 -2.597500 -0.034 0.028 -0.167
H 2.921709 0.129253 -2.868776 -0.247 0.160 -0.559
H 2.626191 0.862899 -1.377003 -0.021 0.313 0.107
H 2.161962 2.032446 -4.565169 -0.066 0.077 -0.132
```
Forces are in eV/Å.

Properties
- DFT total energy (a.u.) = -1041.66212
- LUMO level (eV) = -0.35
- gap between HOMO and LUMO (eV) = 9.236

These are the natural (NBO) partial charges, in e, on atoms 1 to 6: -0.9824, 0.4729, 0.4968, -0.9867, 0.4801, 0.4968


Density functional theory data (the ωB97M-V functional and the def2-TZVPD basis) for one molecule with the formula CH3N3O2S at a distorted geometry.

XYZ file:
```
10
Properties=species:S:1:pos:R:3:forces:R:3
C 0.027499 0.749453 -0.005685 1.066 -1.999 1.332
N 0.574072 3.195004 0.141958 2.514 1.312 0.981
N -0.747675 0.152005 -0.935326 2.949 0.801 1.000
N 0.592907 -0.005648 0.861533 0.207 1.776 0.316
O -0.139294 2.152717 -0.231279 -1.925 -2.083 -0.273
O 1.671482 2.964806 0.532611 -0.857 0.066 -0.310
S 1.342547 0.653065 2.253779 0.836 -1.829 0.549
H -1.000357 -0.766340 -0.925017 -0.612 -2.546 0.388
H -1.242710 0.812877 -1.348570 -3.186 2.725 -2.987
H 1.882979 -0.585884 2.782508 -0.992 1.774 -0.995
```
Forces are in eV/Å.

Properties
- DFT total energy (a.u.) = -752.68984
- LUMO level (eV) = -0.10
- gap between HOMO and LUMO (eV) = 8.271

These are the natural (NBO) partial charges, in e, on atoms 1 to 6: 0.6297, 0.3947, -0.7832, -0.6542, -0.3845, -0.2855